1.
23
Properties=species:S:1:pos:R:3:mulliken_charge:R:1 method="wB97M-V/def2-TZVPD" total_energy_ha=-400.7612 e_above_lowest_kj_mol=412.2 gap_ha=0.240 molar_mass_g_mol=121.18
C -1.925 0.832 -0.318 -0.18
C -0.672 -1.706 -0.201 -1.09
N -1.521 1.522 -1.376 -0.29
N -1.402 0.982 0.884 -0.41
N -0.780 -1.661 1.283 -0.50
H -2.787 0.188 -0.423 0.42
H -0.510 1.477 0.893 0.33
H -1.908 1.294 -2.276 0.24
H -0.576 1.918 -1.333 0.29
H -1.389 0.085 1.425 0.42
H -1.219 -2.483 1.687 0.20
H 0.151 -1.606 1.683 0.17
H -0.050 -2.544 -0.546 0.33
H -1.673 -1.868 -0.615 0.30
C 1.319 0.359 -0.570 0.11
C 2.347 -0.054 0.462 -1.22
O 1.016 1.806 -0.402 -0.65
H 1.832 2.331 -0.402 0.27
H 1.738 0.234 -1.578 0.21
H 0.154 -0.577 -0.496 0.10
H 3.298 0.505 0.401 0.40
H 1.967 0.082 1.481 0.26
H 2.592 -1.113 0.338 0.31


2.
33
Properties=species:S:1:pos:R:3:mulliken_charge:R:1 method="wB97M-V/def2-TZVPD" total_energy_ha=-1329.4778 e_above_lowest_kj_mol=201.1 gap_ha=0.229 molar_mass_g_mol=238.32
K -0.593 -0.824 -0.024 0.83
O -0.066 -1.077 -2.831 -0.39
C 0.305 -2.007 -3.717 0.62
O -0.380 -3.052 -3.854 -0.75
O 1.304 -1.755 -4.400 -0.72
H 0.605 -0.429 -3.059 0.27
C -4.529 2.161 0.338 -1.22
C -3.327 1.281 -0.043 -0.15
O -2.073 1.842 0.376 -0.41
H -5.387 1.706 -0.157 0.36
H -4.487 3.190 -0.017 0.36
H -4.790 2.221 1.395 0.30
H -3.359 1.231 -1.131 0.31
H -3.325 0.273 0.372 0.24
H -2.014 2.747 0.061 0.24
C 0.824 2.566 2.489 -0.73
C 1.904 1.586 1.915 -0.32
O 1.392 0.286 1.918 -0.44
H 0.474 2.294 3.485 0.29
H -0.081 2.458 1.892 0.03
H 1.038 3.632 2.422 0.36
H 2.834 1.507 2.478 0.36
H 2.087 1.908 0.890 0.25
H 1.615 -0.022 2.800 0.25
C 2.753 -1.825 -0.668 -0.34
C 2.185 -3.094 -0.052 -0.33
O 0.801 -3.222 -0.297 -0.45
H 2.275 -1.015 -0.118 -0.27
H 2.497 -1.665 -1.716 0.18
H 3.822 -1.716 -0.491 0.36
H 2.371 -3.191 1.018 0.24
H 2.674 -3.973 -0.470 0.38
H 0.651 -4.021 -0.807 0.28


3.
50
Properties=species:S:1:pos:R:3:mulliken_charge:R:1 method="wB97M-V/def2-TZVPD" smiles="[H]/N=c1/[nH]cc(C(=O)N2C[C@H](C)[C@H](NC(=O)CCc3cccc(C)c3)C2)o1" total_energy_ha=-1183.2006 e_above_lowest_kj_mol=162.8 gap_ha=0.326 molar_mass_g_mol=356.43
C 2.339 3.025 -1.152 -1.63
C 1.935 2.440 -2.478 0.47
C 2.724 2.624 -3.611 -0.46
C 2.347 2.076 -4.827 -0.66
C 1.184 1.327 -4.931 -0.42
C 0.382 1.122 -3.814 0.23
C -0.841 0.246 -3.884 -1.19
C -0.485 -1.263 -3.773 -0.80
C -0.962 -1.811 -2.447 0.45
O -2.005 -2.419 -2.300 -0.65
N -0.146 -1.502 -1.397 0.07
C -0.519 -1.800 -0.035 -0.31
C -1.579 -0.857 0.541 -1.02
N -1.358 -0.961 1.982 0.11
C -2.043 -0.121 2.794 0.29
O -2.826 0.713 2.363 -0.68
C -1.845 -0.219 4.255 0.38
C -2.270 0.630 5.192 -0.30
N -1.911 0.103 6.416 -0.08
C -1.269 -1.101 6.235 0.40
N -0.816 -1.855 7.140 -0.79
O -1.223 -1.304 4.878 -0.35
C -0.130 -1.707 2.293 -0.69
C 0.637 -1.690 0.970 0.33
C 1.444 -0.403 0.821 -1.71
C 0.770 1.692 -2.603 0.07
H 1.505 3.023 -0.450 0.36
H 3.153 2.451 -0.703 0.29
H 2.689 4.052 -1.263 0.48
H 3.632 3.211 -3.540 0.42
H 2.962 2.239 -5.703 0.38
H 0.894 0.903 -5.886 0.41
H -1.548 0.518 -3.099 0.47
H -1.347 0.417 -4.835 0.48
H -0.989 -1.839 -4.546 0.35
H 0.591 -1.400 -3.888 0.49
H 0.681 -0.959 -1.576 0.12
H -0.911 -2.819 -0.019 0.31
H -1.428 0.170 0.196 0.28
H -2.593 -1.151 0.275 0.46
H -2.804 1.556 5.078 0.49
H -2.101 0.484 7.323 0.16
H -0.390 -2.687 6.749 0.25
H 0.423 -1.224 3.095 0.49
H -0.363 -2.725 2.612 0.26
H 1.297 -2.556 0.902 0.45
H 0.803 0.480 0.865 0.25
H 2.172 -0.325 1.630 0.44
H 2.008 -0.366 -0.114 0.49
H 0.130 1.563 -1.734 0.36


4.
15
Properties=species:S:1:pos:R:3:mulliken_charge:R:1 method="wB97M-V/def2-TZVPD" total_energy_ha=-304.7023 e_above_lowest_kj_mol=349.8 gap_ha=0.348 molar_mass_g_mol=96.13
C 2.402 -0.422 0.203 -0.80
N 1.118 0.133 -0.255 0.50
C 0.706 1.574 0.036 -0.85
C -0.647 1.379 0.033 -0.38
C -0.999 -0.025 -0.011 0.74
C -2.376 -0.602 0.087 -1.01
N 0.032 -0.806 -0.157 -0.79
H 3.174 0.305 -0.045 0.36
H 2.574 -1.370 -0.314 0.29
H 2.376 -0.590 1.280 0.28
H 1.237 0.438 -1.234 0.42
H -1.374 2.182 0.055 0.37
H -2.943 -0.387 -0.826 0.26
H -2.923 -0.156 0.924 0.29
H -2.332 -1.685 0.222 0.31


5.
33
Properties=species:S:1:pos:R:3:mulliken_charge:R:1 method="wB97M-V/def2-TZVPD" total_energy_ha=-701.8564 e_above_lowest_kj_mol=904.9 gap_ha=0.321 molar_mass_g_mol=205.26
C -0.311 2.226 -1.066 -0.90
C -1.105 1.544 0.163 0.22
C -0.497 1.559 1.584 -0.42
C 1.052 1.381 1.302 -0.86
C 0.521 -1.022 1.450 -1.48
C -0.650 -2.011 0.936 -0.26
C -1.066 -2.302 -0.468 -0.37
H -0.675 0.271 -1.812 0.03
H -0.060 1.245 -2.835 0.34
H -1.159 2.607 -1.531 0.34
H 0.609 2.699 -1.075 0.55
H -0.938 0.336 -0.399 -0.42
H -2.339 1.976 -0.049 0.23
H -0.778 2.445 2.193 0.48
H -0.986 0.500 2.056 0.16
H 1.549 1.302 2.282 0.36
H 1.597 2.070 0.581 0.32
H 1.571 -1.485 1.559 0.52
H 0.217 -0.843 2.579 0.51
H -0.236 -2.854 1.897 0.24
H -1.367 -1.238 1.439 0.23
H -1.531 -3.228 -0.601 0.51
H -0.111 -2.154 -1.130 0.14
H -2.153 -0.997 -2.115 0.21
H -3.057 -1.841 -0.989 0.28
H 1.048 -0.094 -1.602 0.50
N 0.115 1.061 -1.870 -0.39
N 1.089 -0.019 0.665 1.05
N -2.022 -1.148 -1.075 -0.84
N 2.100 -0.536 -0.074 0.08
N 3.447 -0.389 0.213 -0.27
O 1.912 -0.774 -1.476 -0.66
O 4.213 -0.285 -0.730 -0.44


6.
22
Properties=species:S:1:pos:R:3:mulliken_charge:R:1 method="wB97M-V/def2-TZVPD" spin_multiplicity=2 total_charge=+1 total_energy_ha=-329.1566 e_above_lowest_kj_mol=104.2 gap_ha="0.421 / 0.242" molar_mass_g_mol=105.18
C -0.109 1.177 0.139 -0.59
C -1.549 1.135 -0.324 -1.09
C 0.292 -0.021 1.103 -0.72
N 0.652 -1.200 0.362 0.31
C 1.781 -1.906 0.940 -1.01
C -0.462 -2.085 0.006 -0.94
H 0.176 2.142 0.588 0.48
H 0.697 1.168 -0.619 0.44
H -2.214 1.129 0.536 0.35
H -1.798 2.018 -0.884 0.34
H -1.711 0.282 -0.992 0.28
H -0.569 -0.196 1.742 0.37
H 1.130 0.411 1.642 0.47
H 1.914 -2.885 0.496 0.42
H 1.617 -2.100 1.994 0.42
H 2.705 -1.381 0.733 0.36
H -0.320 -2.393 -1.038 0.34
H -0.502 -2.863 0.756 0.40
H -1.401 -1.544 -0.059 0.39
H -0.834 3.271 -2.558 0.34
H 0.378 2.564 -1.979 0.30
O 0.130 3.277 -2.585 -0.64